[1]
Entry from the OMol25 dataset: 2 unconnected molecules or ions with the total composition C6H12FN2 at a distorted geometry (ωB97M-V with the def2-TZVPD basis set).

Each line ends with the natural charge from an NBO analysis.
Geometry (Å):
C -1.3169 0.6466 0.3715  0.43
C -3.3560 0.5620 -0.9251  0.01
C 1.0201 -0.1768 -0.2311  0.28
C 0.0813 -2.3642 0.8313  -0.60
C 1.6692 1.9649 -1.0599  -0.43
C 1.1141 -1.1784 0.9343  -0.48
N -2.4584 0.7890 -0.1263  -0.40
N 1.6045 0.9746 -0.0118  -0.47
F -0.9779 0.7958 1.6557  -0.31
H -3.5330 -0.5569 -1.1532  0.21
H -4.0083 1.3394 -1.3343  0.23
H 0.5123 -0.4494 -1.1527  0.25
H -0.8927 -1.8981 1.0287  0.21
H 0.3231 -3.1572 1.6159  0.25
H 0.1626 -2.8295 -0.1081  0.22
H 0.6501 2.4918 -0.9955  0.22
H 2.5251 2.6345 -0.8107  0.24
H 1.7926 1.4332 -2.0199  0.23
H 2.0731 -1.6914 0.6788  0.25
H 1.2305 -0.7574 1.9362  0.25
H 1.7845 1.4275 0.8760  0.43

Properties
Total charge: +1
HOMO level, eV: -12.82
LUMO, eV: -4.2
F_max, eV/A: 4.22
Calculated total energy, a.u.: -444.8067
ΔE to the lowest compared entry with this formula, charge and spin, kJ/mol: 237.9
Orbital gap, Ha: 0.3153

---

[2]
Entry from the OMol25 dataset: a molecular structure, C6H12FO6Rb at a distorted geometry (ωB97M-V with the def2-TZVPD basis set).

Each line ends with the Löwdin charge.
Geometry (Å):
Rb 2.6159 10.3982 3.0143  0.93
F 3.4100 8.1794 1.3916  -0.82
C 4.1948 6.8747 4.0079  -0.05
O 4.3388 7.4401 5.3271  -0.01
C 3.3289 8.0975 5.9665  -0.53
O 2.3708 8.6351 5.3815  -0.02
O 3.5877 8.1664 7.2768  0.00
C 2.7581 8.8723 8.2037  -0.02
H 3.1575 6.8943 3.6738  0.08
H 4.4071 5.8056 3.9958  0.09
H 4.8067 7.2252 3.1767  0.06
H 3.1967 8.8649 9.2015  0.10
H 1.7431 8.4821 8.1277  0.10
H 2.6741 9.9173 7.9052  0.09
C 10.0361 9.9448 4.6939  -0.04
O 9.3234 11.2076 4.7529  0.00
C 8.1071 11.3287 4.1257  -0.48
O 7.4929 12.4151 3.9856  0.08
O 7.5585 10.1171 3.7805  -0.05
C 6.3307 9.9585 3.0963  -0.04
H 10.7650 9.9564 5.5042  0.09
H 10.5507 9.6152 3.7914  0.10
H 9.3971 9.1190 5.0067  0.09
H 5.5636 10.6074 3.5190  0.07
H 6.0329 8.9101 3.1109  0.08
H 6.5507 10.0747 2.0351  0.11

Properties
HOMO level, eV: -8.28
LUMO, eV: -0.5
F_max, eV/A: 4.38
Calculated total energy, a.u.: -811.1786
ΔE to the lowest compared entry with this formula, charge and spin, kJ/mol: 23.4
Orbital gap, Ha: 0.2867

---

[3]
Entry from the OMol25 dataset: C6H12I2 in the gas phase at a distorted geometry (ωB97M-V with the def2-TZVPD basis set).

Each line ends with the natural charge from an NBO analysis.
Geometry (Å):
C 1.9824 -0.3659 -0.6461  -0.60
C 0.0237 -0.1951 -2.2454  -0.63
C -1.8134 0.4562 2.4617  -0.67
C 0.5215 0.0218 -0.8046  -0.32
C -1.5601 0.7158 1.0028  -0.32
C -0.2919 -0.4743 0.3621  -0.21
I -3.2289 0.7547 -0.3169  0.11
I -1.2458 -2.4296 0.0317  0.04
H 2.3498 -0.1380 -1.6694  0.22
H 1.9401 -1.4629 -0.3670  0.22
H 2.5394 0.3918 0.0967  0.21
H 0.3950 0.4453 -3.0138  0.22
H -1.1135 -0.0822 -2.2049  0.22
H -0.0032 -1.1790 -2.6139  0.22
H -2.3662 -0.4319 2.5552  0.22
H -2.4659 1.0630 2.9934  0.23
H -0.8488 0.4296 2.9288  0.22
H 0.4864 1.0487 -0.5943  0.21
H -1.0903 1.7379 0.9240  0.21
H 0.2573 -0.7388 1.2175  0.19

Properties
SMILES: CC(C)[C@H](I)[C@H](C)I
HOMO level, eV: -9.01
LUMO, eV: 0.4
F_max, eV/A: 4.24
Calculated total energy, a.u.: -831.1276
ΔE to the lowest compared entry with this formula, charge and spin, kJ/mol: 73.2
Orbital gap, Ha: 0.3458

---

[4]
Entry from the OMol25 dataset: a gas-phase ion, C6H12I2N (charge +1) at a distorted geometry (ωB97M-V with the def2-TZVPD basis set).

Each line ends with the natural charge from an NBO analysis.
Geometry (Å):
C -0.6227 -0.8352 1.6554  -0.34
C 0.8828 -0.6546 1.2740  -0.52
C -1.4476 -0.7316 0.3325  -0.53
C 1.1354 0.5886 0.5761  0.07
C -1.0427 0.4101 -0.5620  -0.13
C 1.9780 0.7290 -0.6181  -0.55
N -1.1812 -0.0152 -2.0463  -0.76
I -1.9838 2.2736 -0.0503  0.21
I 4.1921 1.1122 -0.2228  0.11
H -0.8321 -1.6458 2.2556  0.24
H -0.7728 0.0117 2.2273  0.21
H 1.3327 -0.6633 2.2388  0.28
H 1.3548 -1.5381 0.7728  0.23
H -1.3048 -1.6475 -0.2349  0.20
H -2.4801 -0.5353 0.4662  0.24
H 0.9003 1.5806 1.0353  0.23
H 1.7576 1.7736 -1.1404  0.26
H 1.9453 -0.0890 -1.2492  0.21
H -2.2136 -0.2099 -2.0919  0.44
H -0.7156 -0.8280 -2.3091  0.44
H -0.8818 0.9141 -2.3089  0.47

Properties
Total charge: +1
HOMO level (spin up / spin down), eV: -12.04 / -12.03
LUMO (spin up / spin down), eV: -4.6 / -4.6
F_max, eV/A: 5.30
Calculated total energy, a.u.: -885.5674
ΔE to the lowest compared entry with this formula, charge and spin, kJ/mol: 175.4
Orbital gap (spin up / spin down), Ha: 0.2739 / 0.2738

---

[5]
Entry from the OMol25 dataset: a molecular structure, C6H12KN3SSe at a distorted geometry (ωB97M-V with the def2-TZVPD basis set).

Each line ends with the natural charge from an NBO analysis.
Geometry (Å):
K -3.2343 1.6058 -2.0267  0.97
C 1.5630 2.1313 -0.9170  -0.42
N 1.6470 0.8125 -0.2630  -0.40
C 2.9609 0.5423 0.3634  -0.41
C 0.5259 0.1884 0.0155  0.42
S -0.9890 0.6339 -0.7592  -0.50
N 0.3961 -0.8027 0.9786  -0.42
C 1.5206 -1.4508 1.6394  -0.42
C -0.7381 -1.6972 0.9129  -0.41
H 0.5211 2.3062 -1.1448  0.25
H 2.2231 2.1388 -1.7928  0.20
H 1.9724 2.8675 -0.2238  0.20
H 3.7091 1.0706 -0.1842  0.22
H 3.1453 -0.5387 0.4109  0.22
H 3.0087 0.8398 1.4035  0.20
H 2.0662 -0.7271 2.2407  0.21
H 2.2183 -2.0641 1.0332  0.19
H 1.0559 -2.1653 2.3355  0.22
H -1.6543 -1.1756 0.7010  0.25
H -0.7281 -2.2859 1.8457  0.20
H -0.6092 -2.4421 0.0753  0.19
Se -8.3388 -0.5298 -2.4321  -0.35
C -6.6586 0.1466 -2.1790  0.14
N -5.5834 0.5956 -2.0327  -0.76

Properties
HOMO level, eV: -6.27
LUMO, eV: -0.4
F_max, eV/A: 3.15
Calculated total energy, a.u.: -3799.6184
Orbital gap, Ha: 0.2155

---

[6]
Entry from the OMol25 dataset: a gas-phase ion, C6H12N (charge +1) at a distorted geometry (ωB97M-V with the def2-TZVPD basis set).

Each line ends with the natural charge from an NBO analysis.
Geometry (Å):
C -1.5602 -1.7142 0.6159  -0.22
C -1.1925 -0.5969 0.6567  -0.04
C -1.3385 1.5999 -0.5831  -0.66
C 1.6157 -0.6198 1.0333  -0.67
C -0.5742 0.6823 0.4511  -0.30
C 1.0619 0.2952 -0.0072  -0.01
N 0.7333 -0.4642 -1.3165  -0.74
H -1.9750 -2.7072 0.8816  0.29
H -2.2770 1.7405 0.0612  0.26
H -1.0762 2.6970 -0.8451  0.27
H -1.6149 1.0256 -1.4572  0.20
H 0.8806 -1.4841 1.1382  0.24
H 2.6406 -1.0338 0.7811  0.24
H 1.5988 -0.0955 1.9643  0.26
H -0.4539 1.3027 1.2780  0.26
H 1.6033 1.2105 -0.1390  0.24
H 1.5804 -0.9015 -1.6697  0.44
H 0.2594 0.2860 -1.9022  0.46
H 0.0884 -1.2224 -0.9412  0.47

Properties
SMILES: C#C[C@H](C)[C@@H](C)[NH3+]
Total charge: +1
HOMO level, eV: -14.61
LUMO, eV: -3.2
F_max, eV/A: 4.50
Calculated total energy, a.u.: -290.2165
ΔE to the lowest compared entry with this formula, charge and spin, kJ/mol: 276.8
Orbital gap, Ha: 0.4178

---

[7]
Entry from the OMol25 dataset: a gas-phase ion, C6H12N (charge +1) at a distorted geometry (ωB97M-V with the def2-TZVPD basis set).

Each line ends with the natural charge from an NBO analysis.
Geometry (Å):
C -2.0487 0.9534 0.2142  -0.36
C -2.0638 -0.1450 0.9174  -0.04
C -0.9105 1.5390 -0.5291  -0.23
C 0.7663 -0.3516 0.0198  0.26
C 0.5326 -1.8129 -0.2958  -0.71
C 1.9110 0.0161 0.9257  -0.71
N 0.1633 0.5067 -0.9855  -0.55
H -3.0642 1.3944 0.1446  0.27
H -1.8309 -1.0215 1.3654  0.21
H -1.2779 2.0076 -1.4347  0.24
H -0.5215 2.2641 0.0765  0.24
H 1.2549 -2.2879 -1.0010  0.25
H -0.4940 -1.7983 -0.6675  0.21
H 0.6255 -2.5497 0.6161  0.27
H 2.7985 0.4258 0.5177  0.25
H 2.1220 -0.7534 1.5969  0.26
H 1.5950 0.7426 1.6650  0.25
H -0.2910 -0.2259 -1.6463  0.46
H 0.7333 1.0965 -1.4993  0.43

Properties
Total charge: +1
HOMO level (spin up / spin down), eV: -12.46 / -12.84
LUMO (spin up / spin down), eV: -4.4 / -3.7
F_max, eV/A: 3.83
Calculated total energy, a.u.: -290.1121
ΔE to the lowest compared entry with this formula, charge and spin, kJ/mol: 550.9
Orbital gap (spin up / spin down), Ha: 0.2978 / 0.3373

---

[8]
Entry from the OMol25 dataset: a gas-phase ion, C6H12N (charge +1) at a distorted geometry (ωB97M-V with the def2-TZVPD basis set).

Each line ends with the natural charge from an NBO analysis.
Geometry (Å):
C -0.6164 0.3871 -2.2040  -0.24
C -0.8021 -0.3687 -0.8288  -0.44
C 0.1132 0.1430 0.2779  -0.25
C 0.5379 -0.8160 1.1610  -0.12
C 1.4395 -0.5574 2.2525  -0.26
C 1.6521 -1.4149 3.2666  -0.31
N -1.1954 1.8205 -2.0737  -0.68
H -1.2667 -0.2002 -2.8921  0.24
H 0.3716 0.2293 -2.5150  0.25
H -1.8619 -0.3676 -0.5076  0.22
H -0.5197 -1.3947 -1.0559  0.25
H 0.6210 0.9269 0.0474  0.17
H 0.1290 -1.7692 1.1753  0.21
H 2.0494 0.3577 2.3655  0.22
H 0.8519 -2.1615 3.4734  0.19
H 2.2742 -1.2709 4.1253  0.22
H -2.1180 1.8036 -1.8523  0.43
H -1.0121 2.4353 -2.9703  0.47
H -0.6475 2.2176 -1.2453  0.45

Properties
SMILES: C=C/C=C/CC[NH3+]
Total charge: +1
HOMO level, eV: -11.86
LUMO, eV: -3.8
F_max, eV/A: 8.01
Calculated total energy, a.u.: -290.2212
ΔE to the lowest compared entry with this formula, charge and spin, kJ/mol: 264.5
Orbital gap, Ha: 0.2960

---

[9]
Entry from the OMol25 dataset: a gas-phase ion, C6H12N (charge +1) at a distorted geometry (ωB97M-V with the def2-TZVPD basis set).

Each line ends with the natural charge from an NBO analysis.
Geometry (Å):
C -0.8947 0.2948 -1.1448  -0.08
C -1.9438 1.1758 -1.4099  -0.25
C 1.6433 -0.9662 1.7729  -0.44
C -0.1381 1.1688 1.2700  -0.71
C -0.4964 -0.7554 -2.2060  -0.63
C 0.0014 0.1893 0.1822  0.49
N 0.9234 -0.7624 0.5295  -0.47
H -2.3002 1.3146 -2.4925  0.25
H -2.2968 1.8833 -0.6970  0.21
H 1.0313 -1.1134 2.6276  0.24
H 2.2780 -1.8117 1.5130  0.24
H 2.3690 -0.1139 2.0338  0.24
H 0.0975 2.0680 0.7821  0.28
H 0.4030 0.9105 2.1088  0.24
H -1.2420 1.3872 1.5651  0.28
H -0.8238 -1.7815 -2.0372  0.24
H -0.7275 -0.3307 -3.1259  0.24
H 0.5906 -0.7708 -2.0509  0.20
H 1.0121 -1.5641 -0.0910  0.43

Properties
SMILES: C=C(C)/C(C)=[NH+]/C
Total charge: +1
HOMO level, eV: -14.23
LUMO, eV: -5.1
F_max, eV/A: 4.55
Calculated total energy, a.u.: -290.2482
ΔE to the lowest compared entry with this formula, charge and spin, kJ/mol: 193.6
Orbital gap, Ha: 0.3356

---

[10]
Entry from the OMol25 dataset: a gas-phase ion, C6H12N (charge +1) at a distorted geometry (ωB97M-V with the def2-TZVPD basis set).

Each line ends with the natural charge from an NBO analysis.
Geometry (Å):
C 1.1376 1.7051 -0.6392  -0.19
C -0.2650 1.6271 0.0034  -0.47
C -0.6289 0.2171 0.3134  -0.25
C -0.9665 -0.7627 -0.5547  -0.17
C -1.0965 -2.1596 -0.1585  -0.26
C -1.9991 -2.5551 0.7546  -0.33
N 2.0984 0.8156 0.1937  -0.68
H 1.5436 2.7081 -0.5824  0.24
H 1.0853 1.1648 -1.5805  0.22
H -0.1782 2.2673 0.8880  0.23
H -0.9729 2.0717 -0.6885  0.26
H -0.6041 -0.1000 1.3555  0.21
H -0.7629 -0.4612 -1.5875  0.20
H -0.5878 -2.8646 -0.7952  0.22
H -2.7185 -1.8548 1.1489  0.21
H -2.0375 -3.6177 0.9459  0.22
H 3.0681 1.0981 0.0372  0.44
H 2.0558 -0.1155 -0.2212  0.45
H 1.8290 0.8163 1.1670  0.45

Properties
SMILES: C=C/C=C/CC[NH3+]
Total charge: +1
HOMO level, eV: -12.55
LUMO, eV: -3.7
F_max, eV/A: 2.74
Calculated total energy, a.u.: -290.2623
ΔE to the lowest compared entry with this formula, charge and spin, kJ/mol: 156.5
Orbital gap, Ha: 0.3270

---

[11]
Entry from the OMol25 dataset: a gas-phase ion, C6H12N (charge +1) at a distorted geometry (ωB97M-V with the def2-TZVPD basis set).

Each line ends with the natural charge from an NBO analysis.
Geometry (Å):
C -0.4661 -1.7882 0.6238  -0.34
C 0.4886 -1.7095 -0.6004  -0.42
C -0.8940 0.5685 -0.7242  -0.11
C 0.7165 0.7112 0.5691  0.10
C -0.0616 -0.4519 0.0287  -0.21
C -2.0100 1.0791 0.1379  -0.70
N 2.0109 0.9861 -0.1369  -0.74
H -1.4093 -2.1311 0.5529  0.23
H -0.0721 -1.9118 1.5887  0.22
H 1.5173 -2.0143 -0.5805  0.21
H 0.2047 -2.1628 -1.4781  0.24
H -0.6453 0.7236 -1.7283  0.20
H 0.5445 1.1474 1.4987  0.22
H -2.9001 0.5692 -0.2553  0.26
H -2.2473 2.1286 0.2690  0.25
H -1.9003 0.8343 1.2392  0.22
H 1.9562 1.7272 -0.8889  0.44
H 2.5632 0.2007 -0.6443  0.47
H 2.6043 1.4937 0.5288  0.45

Properties
Total charge: +1
Spin multiplicity: 3
HOMO level (spin up / spin down), eV: -10.33 / -14.79
Expectation value of S²: 2.008
LUMO (spin up / spin down), eV: -3.8 / -5.7
F_max, eV/A: 4.86
Calculated total energy, a.u.: -290.0693
ΔE to the lowest compared entry with this formula, charge and spin, kJ/mol: 219.5
Orbital gap (spin up / spin down), Ha: 0.2408 / 0.3345

---

[12]
Entry from the OMol25 dataset: 2 unconnected molecules or ions with the total composition C6H12N at a distorted geometry (ωB97M-V with the def2-TZVPD basis set).

Each line ends with the natural charge from an NBO analysis.
Geometry (Å):
C -0.5759 -3.5039 -0.6359  -0.31
C -1.7637 -3.2004 -0.6779  -0.17
C 0.0834 1.6140 -0.4671  -0.19
C 0.4046 0.3584 -0.0590  0.23
C -0.1469 2.7533 0.3835  -0.64
C 0.6616 -0.3014 1.2648  -0.69
N 0.4837 -0.6531 -1.1158  -0.72
H 0.3323 -3.9646 -0.9707  0.26
H -2.6996 -2.9326 -0.2859  0.25
H -0.2134 1.7766 -1.4454  0.18
H 0.1811 3.6314 -0.0362  0.25
H 0.2362 2.4446 1.4390  0.22
H -1.2550 2.7318 0.5216  0.25
H 0.3067 -1.4241 1.2101  0.23
H 0.0419 0.1030 2.0748  0.26
H 1.6738 -0.3264 1.4666  0.24
H -0.0852 -1.4241 -0.7610  0.48
H 1.4429 -0.8458 -1.3047  0.44
H 0.0545 -0.2208 -1.8947  0.43

Properties
Total charge: +1
Spin multiplicity: 3
HOMO level (spin up / spin down), eV: -9.76 / -14.98
Expectation value of S²: 2.006
LUMO (spin up / spin down), eV: -3.1 / -6.5
F_max, eV/A: 8.31
Calculated total energy, a.u.: -290.0351
ΔE to the lowest compared entry with this formula, charge and spin, kJ/mol: 309.2
Orbital gap (spin up / spin down), Ha: 0.2431 / 0.3132